55
Properties=species:S:1:pos:R:3 method="wB97M-V/def2-TZVPD" smiles="COc1cc(C(C)=O)ccc1OC[C@@H](O)CN1CCN(c2ccccn2)CC1" homo_lumo_gap_ev=8.1957 homo_energy_ev=-7.70 total_energy_ha=-1281.6193
O 3.77 -1.77 -2.22
O 0.38 -2.34 -1.04
O -4.82 1.27 -1.14
O -1.08 -2.94 1.00
N -0.29 2.24 0.59
N 2.74 -0.64 0.68
N 1.87 1.96 1.36
C -1.61 -2.01 0.16
C -4.51 0.37 -0.38
C -0.81 -1.69 -0.96
C -1.19 2.85 -0.15
C 0.99 2.61 0.51
C 2.76 -2.25 -1.36
C -1.82 -3.31 2.14
C -2.47 -0.10 -1.67
C 0.44 4.29 -1.10
C -3.25 -0.39 -0.56
C -1.26 -0.75 -1.87
C -2.81 -1.36 0.35
C 3.24 1.73 0.96
C 1.39 -1.79 -1.86
C 3.32 0.51 0.02
C 1.38 -0.40 1.11
C 1.36 0.80 2.06
C -5.39 -0.01 0.78
C 1.39 3.66 -0.33
C 3.05 -1.94 0.13
C -0.89 3.88 -1.02
H 3.67 2.60 0.47
H 4.12 -2.12 0.27
H -3.41 -1.59 1.22
H -0.68 -0.51 -2.75
H 0.34 1.01 2.38
H 2.42 3.98 -0.38
H -4.87 0.17 1.72
H -2.79 -3.74 1.87
H 2.49 -2.67 0.73
H 1.34 -0.69 -1.85
H 2.81 -3.34 -1.47
H -2.81 0.64 -2.37
H 1.01 -1.30 1.61
H -1.22 -4.07 2.64
H 0.70 -0.16 0.28
H -5.66 -1.07 0.72
H -6.30 0.59 0.75
H -2.20 2.49 -0.03
H 4.36 0.30 -0.22
H -1.66 4.35 -1.62
H 3.79 -0.80 -2.17
H 2.78 0.78 -0.91
H 2.00 0.62 2.92
H 1.26 -2.12 -2.90
H -1.97 -2.46 2.81
H 3.82 1.52 1.86
H 0.72 5.10 -1.76